[1]
Here is a 4-piece molecular cluster, C14H28N2O12P2 overall in a non-equilibrium geometry from the OMol25 dataset. Energies are from wB97M-V/def2-TZVPD.

The geometry in XYZ format:
```
58
C14H28N2O12P2 | the OMol25 dataset | wB97M-V/def2-TZVPD
N -1.779 3.206 4.247
C -2.191 3.701 3.125
O -2.619 3.929 1.705
N -3.911 4.298 1.700
P -4.257 5.621 0.555
P -3.171 7.355 1.427
O -4.029 8.707 1.332
O -1.561 7.509 0.746
O -3.087 6.992 3.164
C -4.852 3.164 1.356
O -4.443 2.142 0.587
O -6.250 3.297 1.882
H -3.740 5.317 -0.769
H -1.531 7.074 -0.160
H -4.050 6.763 3.385
H -6.568 4.216 1.577
C -2.578 0.053 2.641
C -1.835 0.721 1.503
O -0.413 0.553 1.647
C 0.277 -0.534 1.238
C -0.478 -1.771 0.845
O 1.505 -0.535 1.260
H -2.404 -1.026 2.660
H -3.655 0.228 2.554
H -2.235 0.445 3.604
H -2.171 0.379 0.518
H -2.024 1.801 1.535
H -0.532 -2.445 1.701
H 0.063 -2.260 0.028
H -1.479 -1.574 0.470
C 4.919 -4.719 2.060
C 4.259 -5.495 0.940
O 2.825 -5.427 1.042
C 2.069 -4.415 0.561
C 2.743 -3.147 0.123
O 0.844 -4.505 0.552
H 4.667 -3.657 2.020
H 6.008 -4.817 2.009
H 4.578 -5.087 3.034
H 4.597 -5.179 -0.052
H 4.525 -6.555 1.032
H 2.724 -2.429 0.944
H 2.191 -2.740 -0.731
H 3.766 -3.287 -0.217
C 0.493 -0.001 -4.276
C 1.534 -0.513 -3.303
O 1.640 -1.947 -3.370
C 2.390 -2.620 -4.269
C 2.953 -1.880 -5.448
O 2.547 -3.834 -4.163
H 0.755 -0.234 -5.310
H 0.379 1.083 -4.184
H -0.476 -0.473 -4.082
H 2.513 -0.042 -3.442
H 1.220 -0.274 -2.280
H 2.283 -2.002 -6.300
H 3.931 -2.308 -5.689
H 3.122 -0.822 -5.263
```

The calculation puts the orbital gap at 8.4 eV. As for the net charge: 0. Its structure (SMILES) is N#CON(PP(=O)(O)O)C(=O)O.CCOC(C)=O.CCOC(C)=O.CCOC(C)=O. As for the strongest force on any atom: 11.3 eV/A.

***

[2]
Here is a 12-piece molecular cluster, H24O12 overall in a non-equilibrium geometry from the OMol25 dataset. Energies are from wB97M-V/def2-TZVPD.

The geometry in XYZ format:
```
36
H24O12 | the OMol25 dataset | wB97M-V/def2-TZVPD
O -0.492 0.405 -0.504
H 0.134 0.562 -1.293
H -0.030 -0.092 0.168
O -0.631 2.721 -0.976
H -1.555 2.274 -0.792
H -0.653 3.403 -0.284
O 1.429 -1.174 2.686
H 2.093 -0.890 3.263
H 1.791 -2.022 2.410
O 4.041 0.584 0.856
H 3.552 1.282 0.407
H 4.450 1.221 1.549
O -2.240 -3.321 -2.236
H -3.221 -3.031 -2.420
H -2.380 -3.795 -1.379
O -0.372 0.553 -2.992
H 0.580 0.588 -2.858
H -0.577 1.484 -3.418
O 2.375 -1.773 -0.960
H 2.131 -1.083 -1.687
H 2.222 -1.426 -0.057
O 4.749 -0.536 -1.147
H 3.829 -0.788 -0.821
H 5.340 -1.272 -1.109
O -1.690 -3.826 0.364
H -1.354 -3.294 1.065
H -1.000 -3.499 -0.319
O -4.180 2.749 -0.094
H -3.247 3.087 -0.062
H -4.709 3.530 -0.185
O -4.064 1.843 1.626
H -3.375 2.378 2.184
H -3.850 0.901 1.633
O 0.489 0.495 2.185
H -0.480 0.865 2.229
H 0.897 0.898 2.968
```

The calculation puts the orbital gap at 8.9 eV. For the energy relative to the best compared isomer or geometry (same formula, charge and spin), the calculation gives 840.0 kJ/mol. As for the net charge: 0. Its structure (SMILES) is O.O.O.O.O.O.O.O.O.O.O.O. As for the strongest force on any atom: 6.7 eV/A.